<1>
{
  "formula": "C4H11NO",
  "method": "wB97M-V/def2-TZVPD",
  "elements": ["O", "N", "C", "C", "C", "C", "H", "H", "H", "H", "H", "H", "H", "H", "H", "H", "H"],
  "positions_angstrom": [[-1.756, -0.473, 0.135], [0.752, 0.313, 1.136], [1.500, 1.317, 0.531], [-0.956, -1.990, -1.630], [-1.657, -0.697, -1.270], [2.436, 1.964, 1.266], [3.283, 2.516, 0.896], [-0.895, -0.152, 0.463], [0.445, 0.573, 2.086], [-1.115, 0.154, -1.685], [1.220, -0.587, 1.283], [0.085, -2.066, -1.312], [-1.520, -2.832, -1.222], [-2.659, -0.678, -1.697], [-0.999, -2.098, -2.717], [2.304, 1.907, 2.342], [1.398, 1.349, -0.550]],
  "charge": 1,
  "s2": 0.763,
  "lumo_ev": [-5.10, -9.35],
  "multiplicity": 2,
  "homo_ev": [-13.974, -13.782]
}

***

<2>
{
  "formula": "C4H11NO",
  "method": "wB97M-V/def2-TZVPD",
  "elements": ["O", "N", "C", "C", "C", "C", "H", "H", "H", "H", "H", "H", "H", "H", "H", "H", "H"],
  "positions_angstrom": [[0.053, 1.503, -0.703], [0.145, -0.487, 2.235], [1.075, -0.331, 1.233], [0.512, -0.759, -0.113], [-1.103, -0.261, -1.936], [-0.566, 0.212, -0.589], [-1.692, 0.513, -2.430], [1.316, 0.744, 1.000], [0.070, -1.751, 0.054], [-1.364, 0.353, 0.132], [1.220, -0.909, -0.917], [-0.820, -0.437, 1.902], [0.326, -0.078, 3.153], [-1.770, -1.112, -1.778], [2.042, -0.774, 1.463], [-0.288, -0.555, -2.601], [0.447, 1.535, -1.591]],
  "charge": 1,
  "s2": 0.755,
  "lumo_ev": [-3.36, -8.57],
  "multiplicity": 2,
  "homo_ev": [-14.844, -14.786]
}

***

Stability summary - winner: <2>; margin: 1.734 eV.

***

<1>
{
  "formula": "C4H15NO2S",
  "method": "wB97M-V/def2-TZVPD",
  "elements": ["S", "O", "O", "N", "C", "C", "C", "C", "H", "H", "H", "H", "H", "H", "H", "H", "H", "H", "H", "H", "H", "H", "H"],
  "positions_angstrom": [[-3.061, 0.675, 0.031], [3.363, 1.395, 1.029], [-1.563, -0.103, 2.721], [1.200, -0.276, -0.114], [-0.779, -0.973, -2.203], [-0.238, 0.453, -2.054], [0.393, 0.811, -0.722], [0.719, -0.952, 1.064], [-0.412, 1.096, 0.029], [1.536, -1.590, 1.388], [2.754, 0.764, 0.611], [1.136, 1.588, -0.870], [-0.378, -1.353, -3.142], [0.480, -0.228, 1.845], [1.243, -0.981, -0.866], [0.225, 0.774, -3.000], [-1.429, 0.006, -2.038], [-0.904, -1.613, -1.347], [4.237, 1.003, 0.962], [-2.287, -0.228, 2.085], [-1.755, 0.189, 3.618], [-4.324, 1.141, -0.047], [-0.155, -1.600, 1.020]],
  "lumo_ev": -2.75,
  "homo_ev": -7.254
}

***

<2>
{
  "formula": "C4H15NO2S",
  "method": "wB97M-V/def2-TZVPD",
  "elements": ["S", "O", "O", "N", "C", "C", "C", "C", "H", "H", "H", "H", "H", "H", "H", "H", "H", "H", "H", "H", "H", "H", "H"],
  "positions_angstrom": [[1.572, 0.818, 1.985], [0.533, 3.383, -0.383], [-3.647, -1.914, 0.857], [-0.640, -1.643, 0.235], [2.095, -0.225, 0.584], [-0.332, -0.303, -0.267], [1.147, -0.093, -0.594], [-1.279, 0.104, -1.373], [-0.086, -1.815, 1.055], [3.116, -0.007, 0.277], [-0.917, 0.996, -1.894], [0.659, 3.613, 0.542], [1.380, -0.938, -1.263], [-0.599, -2.302, -0.517], [-1.348, -0.628, -2.192], [-3.240, -1.346, 0.195], [2.670, 0.778, 2.754], [2.116, -1.248, 0.964], [1.347, 3.148, -0.828], [1.418, 0.736, -1.251], [-2.300, 0.291, -1.044], [-0.584, 0.372, 0.539], [-3.078, -1.777, 1.619]],
  "lumo_ev": 0.49,
  "smiles": "C[C@@H](N)CCS.O.O",
  "homo_ev": -9.330
}

***

<3>
{
  "formula": "C4H15NO2S",
  "method": "wB97M-V/def2-TZVPD",
  "elements": ["S", "O", "O", "N", "C", "C", "C", "C", "H", "H", "H", "H", "H", "H", "H", "H", "H", "H", "H", "H", "H", "H", "H"],
  "positions_angstrom": [[-1.034, -0.051, 3.212], [2.476, -2.796, 0.136], [2.329, 2.320, 1.036], [-0.753, 1.289, -0.813], [-0.552, 0.170, 0.264], [-0.782, -1.214, -0.327], [-0.225, 0.684, -2.139], [-1.360, 0.729, 1.537], [-0.997, 1.801, 1.514], [1.691, 2.056, 0.444], [-0.312, 1.520, -2.853], [-0.331, -1.452, -1.332], [0.842, 0.442, -2.025], [3.140, 2.157, 0.683], [-1.621, -1.273, 2.981], [1.689, -3.241, -0.044], [-1.798, -1.629, -0.362], [-0.357, -2.002, 0.416], [-2.443, 0.790, 1.210], [2.182, -1.854, -0.398], [-1.697, 1.481, -0.907], [-0.691, -0.089, -2.621], [0.604, 0.161, 0.385]],
  "lumo_ev": 0.42,
  "smiles": "CN[C@H](C)CS.O.O",
  "homo_ev": -9.293
}

***

Stability summary - winner: <2>; margin: 2.252 eV.